Computed, not measured: a cluster of 2 separate species, C5H11O2 in total at a distorted geometry, with the ωB97M-V functional and the def2-TZVPD basis.

The energy above the lowest of the compared OMol25 structures with the same formula, charge and spin comes out at 0.432 eV. The value obtained for the lowest unoccupied orbital energy is 3.7 eV. As for the strongest force on any atom: 1.341 eV/A. Its net charge is -1. For the frontier orbital gap, the calculation gives 7.51 eV. Its HOMO energy is -3.810 eV.

Last column: Löwdin charge in e.
Element x y z (Å)
C1 1.18 0.78 -1.84  -0.324
C2 1.40 0.09 -0.47  -0.120
C3 -0.27 0.69 -2.28  -0.131
H1 1.51 1.81 -1.72  0.085
H2 1.86 0.32 -2.56  0.085
H3 0.45 0.14 0.06  0.028
H4 -0.93 1.10 -1.52  0.074
H5 -0.47 1.09 -3.27  0.059
H6 2.09 0.60 0.18  0.064
H7 1.62 -0.97 -0.59  0.072
H8 -0.56 -0.36 -2.26  0.074
C4 -0.52 -0.62 2.58  -0.053
C5 -1.93 -0.87 2.01  -0.803
O1 -2.71 -1.61 2.65  -0.111
O2 -2.16 -0.27 0.92  -0.122
H9 0.04 -0.20 1.75  0.011
H10 -0.03 -1.58 2.81  0.056
H11 -0.59 -0.13 3.55  0.058

---

Computed, not measured: the molecule C21H26N4O5 at a distorted geometry, with the ωB97M-V functional and the def2-TZVPD basis.

The energy above the lowest of the compared OMol25 structures with the same formula, charge and spin comes out at 5.987 eV. The value obtained for the lowest unoccupied orbital energy is -0.2 eV. As for the strongest force on any atom: 1.435 eV/A. For the frontier orbital gap, the calculation gives 7.58 eV. As for the SMILES: COc1ccc([N+](=O)[O-])cc1NC(=O)CCN1CCN(c2ccccc2OC)CC1. Its HOMO energy is -7.757 eV.

Last column: Löwdin charge in e.
Element x y z (Å)
C1 -5.98 -1.70 1.70  -0.061
O1 -4.72 -1.36 1.18  -0.068
C2 -4.51 -0.13 0.70  -0.199
C3 -5.40 0.94 0.83  0.008
C4 -5.07 2.21 0.41  0.009
C5 -3.81 2.43 -0.15  -0.163
N1 -3.44 3.74 -0.57  -0.367
O2 -4.25 4.64 -0.44  0.076
O3 -2.32 3.89 -1.03  0.067
C6 -2.92 1.38 -0.33  0.078
C7 -3.26 0.10 0.07  -0.135
N2 -2.36 -0.95 -0.13  0.143
C8 -2.68 -2.15 -0.69  -0.469
O4 -3.79 -2.49 -1.03  0.089
C9 -1.45 -3.03 -0.87  -0.073
C10 -0.34 -2.33 -1.67  -0.176
N3 0.22 -1.19 -0.95  -0.219
C11 1.22 -1.58 0.04  -0.145
C12 1.63 -0.37 0.87  -0.130
N4 2.20 0.66 0.03  -0.086
C13 3.56 0.67 -0.24  -0.154
C14 4.07 0.78 -1.54  -0.028
C15 5.43 0.85 -1.78  -0.098
C16 6.33 0.81 -0.74  -0.098
C17 5.85 0.72 0.56  -0.029
C18 4.49 0.66 0.83  -0.197
O5 3.97 0.62 2.10  -0.112
C19 4.85 0.77 3.19  -0.084
C20 1.24 1.03 -0.99  -0.142
C21 0.78 -0.17 -1.83  -0.155
H1 -6.77 -1.55 0.96  0.103
H2 -6.21 -1.13 2.61  0.097
H3 -5.92 -2.76 1.94  0.099
H4 -6.37 0.78 1.28  0.108
H5 -5.75 3.03 0.51  0.120
H6 -1.97 1.57 -0.79  0.112
H7 -1.36 -0.71 -0.21  0.110
H8 -1.08 -3.31 0.12  0.113
H9 -1.75 -3.94 -1.39  0.122
H10 0.44 -3.06 -1.93  0.127
H11 -0.77 -1.96 -2.60  0.129
H12 0.79 -2.34 0.69  0.120
H13 2.11 -2.01 -0.45  0.135
H14 2.35 -0.66 1.63  0.117
H15 0.75 0.05 1.37  0.132
H16 3.40 0.80 -2.38  0.096
H17 5.78 0.93 -2.80  0.101
H18 7.39 0.85 -0.91  0.101
H19 6.56 0.70 1.38  0.101
H20 4.21 0.80 4.07  0.095
H21 5.41 1.71 3.12  0.098
H22 5.54 -0.07 3.27  0.096
H23 1.66 1.80 -1.64  0.125
H24 0.38 1.46 -0.48  0.117
H25 0.00 0.15 -2.53  0.126
H26 1.62 -0.58 -2.41  0.122